# 1
ORCA calculation (the ωB97M-V functional and the def2-TZVPD basis) on C25H50B3I3O22 as an isolated structure.

Results
HOMO-LUMO gap ... 9.04 eV
E ... -98120.34092 eV

The geometry in ORCA input format:
```
! RIJCOSX wB97M-V def2-TZVPD def2/J DEFGRID3
* xyz 0 1
C 2.8343 0.9366 2.9735
C 1.9192 1.4347 1.8726
O 1.0049 2.3434 2.4628
C 0.2073 3.0766 1.5560
C -0.9368 2.2325 0.9972
B -2.0963 2.0007 2.0013
O -2.1166 2.6238 3.2516
B -2.5998 1.8986 4.3124
I -1.9667 2.3434 6.2686
O -3.4591 0.8495 4.0804
B -3.3497 0.2349 2.8442
C -3.3132 -1.3410 2.6642
I -4.3130 -2.2308 4.3060
C -3.7878 -1.7668 1.2761
C -2.7933 -1.3444 0.1916
I -4.0314 -3.8982 1.0537
O -3.1234 1.0837 1.7732
H 2.2693 0.8824 3.9044
H 3.2235 -0.0533 2.7471
H 3.6776 1.6084 3.1263
H 1.3874 0.5983 1.4037
H 2.4800 1.9394 1.0817
H 0.8284 3.4928 0.7522
H -0.1754 3.9127 2.1420
H -0.5621 1.2362 0.7339
H -1.3003 2.6536 0.0525
H -2.2645 -1.6337 2.7732
H -4.7786 -1.3696 1.0706
H -2.9806 -1.8832 -0.7298
H -2.8864 -0.2828 -0.0157
H -1.7729 -1.5733 0.5072
C 1.5743 6.8815 -2.6932
O 0.6015 5.8551 -2.4418
C -0.3466 6.1990 -1.5727
O -0.4501 7.2560 -1.0141
O -1.1696 5.1599 -1.4371
C -2.2537 5.3818 -0.5225
H 2.2619 6.4452 -3.4096
H 1.0926 7.7654 -3.1045
H 2.0889 7.1458 -1.7723
H -2.9015 6.1953 -0.8386
H -1.8576 5.6082 0.4668
H -2.7964 4.4407 -0.5125
C 1.6403 -5.6813 -2.9285
O 0.6149 -6.6708 -2.7668
C -0.2314 -6.4371 -1.7674
O -0.2056 -5.4858 -1.0316
O -1.1157 -7.4313 -1.7260
C -2.0864 -7.3174 -0.6774
H 2.2369 -6.0231 -3.7688
H 1.2143 -4.7028 -3.1390
H 2.2579 -5.6166 -2.0355
H -2.6587 -6.3981 -0.7883
H -1.6001 -7.3216 0.2959
H -2.7306 -8.1834 -0.7881
C 6.4161 -7.2979 -7.2438
O 5.4135 -8.3091 -7.0814
C 4.5578 -8.0783 -6.0908
O 4.5717 -7.1218 -5.3594
O 3.6817 -9.0778 -6.0426
C 2.7130 -8.9410 -4.9961
H 7.0207 -7.6347 -8.0792
H 5.9557 -6.3368 -7.4621
H 7.0177 -7.2100 -6.3417
H 2.1443 -8.0234 -5.1287
H 3.2005 -8.9250 -4.0235
H 2.0627 -9.8052 -5.0789
C -1.2073 3.0505 -3.6614
O -0.5044 1.7942 -3.6306
C -1.2689 0.7196 -3.8007
O -2.4587 0.7162 -3.9732
O -0.4751 -0.3504 -3.8155
C -1.1328 -1.5870 -4.1271
H -0.4376 3.8085 -3.5399
H -1.7229 3.1666 -4.6114
H -1.9234 3.0945 -2.8427
H -1.5684 -1.5432 -5.1230
H -1.9144 -1.7944 -3.4052
H -0.3541 -2.3411 -4.0757
C 2.4727 1.1270 -2.8219
O 3.0636 0.7456 -1.5698
C 3.9724 -0.2175 -1.6567
O 4.3318 -0.7664 -2.6640
O 4.4285 -0.4734 -0.4297
C 5.4210 -1.5050 -0.3718
H 1.7528 1.8971 -2.5693
H 3.2339 1.5140 -3.4964
H 1.9682 0.2789 -3.2775
H 6.2910 -1.2316 -0.9649
H 5.0164 -2.4444 -0.7428
H 5.6812 -1.5863 0.6787
C -3.2005 6.8576 11.7818
O -3.3435 7.1540 10.3877
C -3.8167 6.1441 9.6601
O -4.1162 5.0578 10.0805
O -3.9010 6.5406 8.3942
C -4.4003 5.5418 7.4957
H -2.8110 7.7687 12.2239
H -4.1629 6.5976 12.2173
H -2.5081 6.0312 11.9270
H -5.4088 5.2443 7.7763
H -3.7556 4.6659 7.4959
H -4.4001 6.0157 6.5194
*
```

# 2
ORCA calculation (the ωB97M-V functional and the def2-TZVPD basis) on C6H10O in the gas phase.

Results
HOMO-LUMO gap ... 11.04 eV
E ... -8429.74818 eV
Energy above the lowest of the compared OMol25 structures with the same formula, charge and spin ... 34.41 kcal/mol
SMILES ... C#C[C@](C)(O)CC

The geometry in ORCA input format:
```
! RIJCOSX wB97M-V def2-TZVPD def2/J DEFGRID3
* xyz 0 1
C -1.2558 2.2814 0.3904
C -0.7312 1.1967 0.3445
C -0.3927 -0.2345 0.1388
C -1.5367 -0.7578 -0.7454
O -0.3267 -0.9372 1.3724
C 0.9714 -0.4459 -0.5301
C 2.1631 0.0207 0.3019
H -1.7460 3.2300 0.4012
H -2.4921 -0.6140 -0.2291
H -1.5742 -0.1791 -1.6738
H -1.4133 -1.8183 -0.9813
H -1.0935 -0.6880 1.9036
H 1.0577 -1.5228 -0.7226
H 0.9620 0.0569 -1.5039
H 3.1008 -0.1963 -0.2221
H 2.1844 -0.4919 1.2675
H 2.1226 1.0999 0.4881
*
```

# 3
ORCA calculation (the ωB97M-V functional and the def2-TZVPD basis) on a 7-piece molecular cluster, C18H37O13S3 overall in a non-equilibrium geometry.

Results
HOMO-LUMO gap ... 7.55 eV
E ... -78388.50361 eV

The geometry in ORCA input format:
```
! RIJCOSX wB97M-V def2-TZVPD def2/J DEFGRID3
* xyz -1 1
O -0.2405 0.0188 -0.0490
H -0.1159 0.7207 -0.6818
C -4.1066 -0.3402 0.0851
C -4.0415 -1.1147 1.3783
C -2.7501 -0.9334 2.1765
O -3.2107 -0.7380 3.5062
C -4.5442 -0.5794 3.5219
O -5.1958 -0.3949 4.4920
O -5.0473 -0.5943 2.2802
H -3.5271 -0.8034 -0.7120
H -3.7585 0.6869 0.2140
H -5.1496 -0.2643 -0.2312
H -4.3840 -2.1232 1.1182
H -2.1718 -0.1360 1.6987
H -2.1354 -1.8305 2.1276
C -0.3667 2.0577 2.9993
C -0.2627 3.0863 1.8603
C -1.2383 2.8184 0.7038
O -1.9776 4.0440 0.5926
C -1.5282 4.9299 1.5332
O -1.9958 6.0215 1.6774
O -0.5753 4.3911 2.2916
H 0.3213 2.3612 3.7872
H -0.2203 1.0477 2.6197
H -1.3808 2.0284 3.4152
H 0.7535 2.9086 1.4992
H -1.9186 2.0021 0.9301
H -0.6606 2.5897 -0.1842
C -1.1218 -3.4262 -1.6468
C 0.1602 -3.5596 -0.8303
C -0.0827 -3.2214 0.6449
O 0.5023 -4.3179 1.3603
C 0.8147 -5.3093 0.5078
O 1.1991 -6.3902 0.8003
O 0.6091 -4.9197 -0.7753
H -1.7115 -2.5749 -1.3174
H -1.7310 -4.3305 -1.6522
H -0.8079 -3.3156 -2.6897
H 0.9881 -2.9584 -1.1969
H -1.1249 -3.0830 0.9178
H 0.4566 -2.3130 0.9127
C 2.4422 0.2952 2.0748
S 4.1596 0.7057 1.7231
O 4.2627 2.2109 1.7228
C 4.8895 0.1309 3.2987
H 2.4255 -0.7410 2.4149
H 1.8122 0.5013 1.2052
H 2.0557 0.9003 2.8960
H 4.7684 -0.9509 3.4177
H 4.4704 0.6389 4.1632
H 5.9726 0.2218 3.2170
C -1.3805 0.1691 -3.6332
S -0.5387 0.1424 -5.2159
O 0.6397 1.0818 -5.1970
C 0.2043 -1.5156 -4.9914
H -2.0911 0.9913 -3.5816
H -0.6577 0.1772 -2.8195
H -1.9588 -0.7431 -3.4599
H -0.6232 -2.2282 -5.0760
H 0.6733 -1.6458 -4.0183
H 0.8805 -1.7124 -5.8184
C 1.7534 1.4982 -2.1142
S 2.9966 2.4009 -3.1031
O 2.8106 3.8903 -2.9590
C 4.4786 1.9153 -2.1211
H 0.8397 2.0784 -2.2047
H 2.0280 1.3850 -1.0666
H 1.7035 0.5155 -2.5739
H 4.9259 1.0331 -2.5742
H 4.1965 1.7372 -1.0867
H 5.1394 2.7751 -2.2041
*
```

# 4
ORCA calculation (the ωB97M-V functional and the def2-TZVPD basis) on C4H8O in the gas phase.

Results
HOMO-LUMO gap ... 10.86 eV
E ... -6324.83720 eV
Energy above the lowest of the compared OMol25 structures with the same formula, charge and spin ... 7.63 kcal/mol
SMILES ... CC(C)C=O

The geometry in ORCA input format:
```
! RIJCOSX wB97M-V def2-TZVPD def2/J DEFGRID3
* xyz 0 1
C -1.2997 0.2886 0.4430
C -0.0380 0.1868 -0.3973
C 0.5358 -1.2368 -0.3973
C 1.0070 1.1346 0.1628
O 1.1391 1.3870 1.3379
H -1.8936 -0.6237 0.4341
H -0.9984 0.4917 1.4688
H -1.9552 1.1015 0.1321
H -0.2293 0.4734 -1.4343
H 1.5099 -1.2859 -0.8939
H -0.1458 -1.9295 -0.9090
H 0.6767 -1.5637 0.6364
H 1.6915 1.5760 -0.5832
*
```

# 5
ORCA calculation (the ωB97M-V functional and the def2-TZVPD basis) on a 2-piece molecular cluster, C11H20N4 overall in a non-equilibrium geometry.

Results
HOMO-LUMO gap ... 9.60 eV
E ... -17679.04679 eV
Energy above the lowest of the compared OMol25 structures with the same formula, charge and spin ... 288.08 kcal/mol

The geometry in ORCA input format:
```
! RIJCOSX wB97M-V def2-TZVPD def2/J DEFGRID3
* xyz 0 1
C -2.4396 -2.4851 -0.2164
C -1.6443 -2.3912 -1.6531
C -0.5315 -1.4615 -1.1078
C -1.6664 0.4657 -2.4051
C -1.1869 1.1757 -0.3694
C -1.1340 0.9975 1.1907
C 1.2105 1.1953 1.6079
C 2.4604 0.6613 2.1225
C 2.9334 0.0523 0.7384
C 2.2778 0.7727 -0.4473
C 1.5101 1.7680 0.1014
H -3.6046 -1.8331 -0.2433
H -3.0582 -3.3118 0.0603
H -2.0675 -2.1979 0.7508
H -2.4587 -1.4690 -2.4260
H -1.4606 -3.5954 -2.1496
H -0.1359 -1.7071 0.0144
H 0.5826 -1.2701 -1.7082
H -2.1664 -0.2100 -3.2628
H -1.4185 2.0618 1.4145
H -2.1903 0.5255 1.4369
H -0.1085 -0.0994 2.8857
H 1.0680 2.3187 2.1774
H 3.2440 1.5366 2.2950
H 2.3451 0.0154 3.1014
H 4.1495 -0.4271 0.9955
H 2.9138 -0.9042 0.5258
H 3.1301 1.1405 -1.0843
H 1.6571 -0.0848 -1.0756
H 0.5519 2.1184 -0.4168
H 2.2869 2.6626 -0.0715
N -0.9574 0.0954 -1.2429
N -2.3083 1.6089 -2.2734
N -1.9027 2.0805 -1.0394
N 0.1194 0.1949 1.7742
*
```